An isolated molecule of C3H5ClO at a distorted geometry, computed with ωB97M-V/def2-TZVPD.

Geometry as XYZ:
```
10
Properties=species:S:1:pos:R:3:forces:R:3:nbo_charge:R:1
C -1.0732 1.4860 -0.1152 -1.1274 2.8052 0.2732 -0.649
C -0.2062 0.4757 0.4448 1.7148 -2.4465 1.5858 -0.286
C 1.2315 0.5424 -0.1181 1.4967 -1.2500 0.4504 0.427
H -0.4803 2.3678 -0.3838 -0.0213 -0.0463 -0.1947 0.213
H -1.4356 1.0131 -0.9815 -0.8142 0.1798 -1.4676 0.238
H -1.9327 1.9301 0.4510 0.7773 -1.0315 -0.0612 0.239
H -0.0942 0.4103 1.5523 -0.2186 0.2167 -0.7247 0.249
H 1.4272 1.5273 -0.6104 0.2988 -0.4145 0.0303 0.111
O 2.0811 -0.3372 -0.0034 -2.0398 2.1501 -0.3152 -0.481
Cl -0.8145 -1.1515 -0.0746 -0.0664 -0.1630 0.4235 -0.061
```
Forces are in eV/Å.

Output
- E_LUMO: 0.0117 Eh
- HOMO-LUMO gap: 10.5976 eV
- Net charge: 0